1.
Molecular formula: C5H12N2O
Method: DFT, ωB97M-V with the def2-TZVPD basis set

Last columns: bonded neighbours and bond lengths (Å).
Cartesian coordinates (Å):
1 C -3.103 0.742 0.839  N2 1.453, H9 1.103, H10 1.089, H11 1.094
2 N -1.716 0.381 1.075  C1 1.453, C3 1.450, H12 1.013
3 C -1.173 -0.492 0.052  N2 1.450, C4 1.532, H13 1.096, H14 1.102
4 C 0.358 -0.515 0.107  C3 1.532, C5 1.548, N6 1.467, H15 1.085
5 C 0.934 -1.934 0.330  C4 1.548, H16 1.091, H17 1.090, H18 1.090
6 N 0.912 0.038 -1.133  C4 1.467, C7 1.331, H19 1.006
7 C 2.018 0.779 -1.135  N6 1.331, O8 1.216, H20 1.104
8 O 2.586 1.169 -0.133  C7 1.216
9 H -3.248 1.328 -0.084  C1 1.103
10 H -3.701 -0.168 0.810  C1 1.089
11 H -3.483 1.377 1.645  C1 1.094
12 H -1.167 1.230 1.134  N2 1.013
13 H -1.604 -1.492 0.170  C3 1.096
14 H -1.487 -0.149 -0.948  C3 1.102
15 H 0.752 0.124 0.890  C4 1.085
16 H 1.193 -2.387 -0.627  C5 1.091
17 H 1.781 -1.901 1.015  C5 1.090
18 H 0.206 -2.586 0.813  C5 1.090
19 H 0.404 -0.070 -1.994  N6 1.006
20 H 2.373 1.056 -2.143  C7 1.104

The calculation puts the HOMO energy at -9.07 eV. The multiplicity is 1. Its SMILES is CNC[C@@H](C)NC=O.



2.
Molecular formula: C5H12N2O
Method: DFT, ωB97M-V with the def2-TZVPD basis set

Last columns: bonded neighbours and bond lengths (Å).
Cartesian coordinates (Å):
1 N -1.770 -0.604 -1.439  C2 1.435, H9 0.999, H10 0.997
2 C -2.226 0.404 -0.525  N1 1.435, C3 1.562, H11 1.088, H12 1.089
3 C -1.770 0.208 0.955  C2 1.562, N4 1.458, H13 1.094, H14 1.093
4 N -0.344 -0.047 1.119  C3 1.458, C5 1.432, H15 1.004
5 C 0.561 0.950 0.630  N4 1.432, C6 1.565, H16 1.095, H17 1.100
6 C 2.032 0.431 0.753  C5 1.565, C7 1.512, H18 1.092, H19 1.090
7 C 2.454 -0.345 -0.474  C6 1.512, O8 1.205, H20 1.098
8 O 1.688 -1.093 -1.029  C7 1.205
9 H -0.778 -0.639 -1.548  N1 0.999
10 H -2.214 -1.494 -1.367  N1 0.997
11 H -1.871 1.371 -0.876  C2 1.088
12 H -3.315 0.410 -0.513  C2 1.089
13 H -2.049 1.034 1.617  C3 1.094
14 H -2.343 -0.639 1.338  C3 1.093
15 H -0.110 -0.992 0.872  N4 1.004
16 H 0.478 1.875 1.210  C5 1.095
17 H 0.357 1.300 -0.393  C5 1.100
18 H 2.655 1.320 0.877  C6 1.092
19 H 1.995 -0.079 1.716  C6 1.090
20 H 3.475 -0.164 -0.836  C7 1.098

The calculation puts the HOMO energy at -8.29 eV. The multiplicity is 1. Its SMILES is NCCNCCC=O.



3.
Molecular formula: C5H12N2O
Method: DFT, ωB97M-V with the def2-TZVPD basis set

Last columns: bonded neighbours and bond lengths (Å).
Cartesian coordinates (Å):
1 C -1.484 1.913 -1.126  C2 1.534, H9 1.096, H10 1.093, H11 1.118
2 C -0.814 0.536 -1.032  C1 1.534, C3 1.512, N5 1.412, H12 1.199
3 C -2.011 -0.388 -1.010  C2 1.512, O4 1.206, H13 1.122
4 O -2.496 -0.819 0.006  C3 1.206
5 N 0.076 0.295 0.037  C2 1.412, C6 1.470, H14 1.025
6 C 1.010 -0.834 -0.077  N5 1.470, C7 1.506, H15 1.123, H16 1.102
7 C 2.024 -0.805 1.036  C6 1.506, N8 1.473, H17 1.129, H18 1.104
8 N 1.361 -1.285 2.261  C7 1.473, H19 1.010, H20 1.006
9 H -0.913 2.842 -1.020  C1 1.096
10 H -1.819 2.091 -2.151  C1 1.093
11 H -2.256 2.033 -0.326  C1 1.118
12 H -0.183 0.420 -2.044  C2 1.199
13 H -2.386 -0.865 -1.954  C3 1.122
14 H -0.373 0.477 0.941  N5 1.025
15 H 1.502 -0.642 -1.069  C6 1.123
16 H 0.505 -1.814 -0.075  C6 1.102
17 H 2.585 0.169 1.143  C7 1.129
18 H 2.995 -1.304 0.876  C7 1.104
19 H 0.676 -0.605 2.556  N8 1.010
20 H 2.000 -1.415 3.027  N8 1.006

The calculation puts the HOMO energy at -8.67 eV. The multiplicity is 1. Its SMILES is C[C@H](C=O)NCCN.



4.
Molecular formula: C5H12N2O
Method: DFT, ωB97M-V with the def2-TZVPD basis set

Last columns: bonded neighbours and bond lengths (Å).
Cartesian coordinates (Å):
1 C -2.826 -0.503 -0.795  N2 1.419, H5 1.091, H6 1.071, H7 1.102
2 N -2.754 0.833 -0.322  C1 1.419, N3 1.171
3 N -2.235 1.209 0.658  N2 1.171, O4 1.408
4 O -1.434 0.245 1.299  N3 1.408, H8 0.927
5 H -2.884 -0.437 -1.882  C1 1.091
6 H -3.732 -1.002 -0.515  C1 1.071
7 H -1.984 -1.129 -0.460  C1 1.102
8 H -0.977 0.738 1.937  O4 0.927
9 C 0.465 0.742 -1.291  C10 1.380, H13 1.036, H14 1.081
10 C 1.188 -0.227 -0.625  C9 1.380, C11 1.488, C12 1.522
11 C 1.585 -0.021 0.794  C10 1.488, H15 1.107, H16 1.092, H17 1.208
12 C 1.317 -1.631 -1.199  C10 1.522, H18 1.047, H19 1.161, H20 1.084
13 H 0.426 1.707 -0.920  C9 1.036
14 H 0.080 0.446 -2.257  C9 1.081
15 H 1.425 1.049 1.030  C11 1.107
16 H 2.574 -0.479 0.861  C11 1.092
17 H 0.829 -0.729 1.414  C11 1.208
18 H 1.879 -2.318 -0.643  C12 1.047
19 H 0.217 -1.979 -1.074  C12 1.161
20 H 1.567 -1.593 -2.254  C12 1.084

The calculation puts the HOMO energy at -8.81 eV. The multiplicity is 1. Its SMILES is C/N=N\O.C=C(C)C.



5.
Molecular formula: C5H12N2O
Method: DFT, ωB97M-V with the def2-TZVPD basis set

Last columns: bonded neighbours and bond lengths (Å).
Cartesian coordinates (Å):
1 C -2.943 -0.207 -0.326  C2 1.507, H5 1.093, H6 1.093, H7 1.095
2 C -2.128 -0.739 0.824  C1 1.507, N3 1.427, O4 1.375, H8 1.096
3 N -0.900 -1.437 0.613  C2 1.427, O4 1.547, H9 1.024
4 O -2.211 -2.078 1.127  C2 1.375, N3 1.547
5 H -2.999 -0.945 -1.131  C1 1.093
6 H -2.493 0.711 -0.714  C1 1.093
7 H -3.957 0.010 0.025  C1 1.095
8 H -2.067 -0.066 1.687  C2 1.096
9 H -0.834 -1.789 -0.346  N3 1.024
10 C 3.224 0.740 -0.402  N11 1.444, H14 1.104, H15 1.097, H16 1.092
11 N 1.933 1.280 -0.049  C10 1.444, C12 1.578, C13 1.427
12 C 0.958 0.319 0.736  N11 1.578, C13 1.497, H17 1.078, H18 1.080
13 C 0.798 0.711 -0.700  N11 1.427, C12 1.497, H19 1.087, H20 1.083
14 H 3.203 -0.344 -0.607  C10 1.104
15 H 3.589 1.251 -1.302  C10 1.097
16 H 3.925 0.935 0.413  C10 1.092
17 H 1.484 -0.582 1.006  C12 1.078
18 H 0.474 0.890 1.515  C12 1.080
19 H 0.006 1.416 -0.938  C13 1.087
20 H 0.938 -0.076 -1.432  C13 1.083

The calculation puts the HOMO energy at -8.95 eV. The multiplicity is 1. Its SMILES is C[C@@H]1NO1.CN1CC1.



6.
Molecular formula: C5H12N2O
Method: DFT, ωB97M-V with the def2-TZVPD basis set

Last columns: bonded neighbours and bond lengths (Å).
Cartesian coordinates (Å):
1 C -2.948 -0.368 -0.211  C2 1.524, H9 1.149, H10 1.207, H11 1.108
2 C -1.450 -0.285 -0.480  C1 1.524, O3 1.555, H12 1.163, H13 1.112
3 O -1.390 1.047 0.320  C2 1.555, C4 1.356
4 C -0.231 1.724 0.130  O3 1.356, N5 1.284, H14 1.161
5 N 1.021 1.438 0.110  C4 1.284, N6 1.367
6 N 1.206 0.115 -0.179  N5 1.367, C7 1.515, C8 1.508
7 C 1.255 -0.780 1.042  N6 1.515, H15 1.206, H16 1.214, H17 1.139
8 C 2.574 -0.056 -0.792  N6 1.508, H18 1.108, H19 1.094, H20 1.138
9 H -3.150 -0.625 0.891  C1 1.149
10 H -3.597 -1.236 -0.742  C1 1.207
11 H -3.418 0.610 -0.434  C1 1.108
12 H -1.037 -0.123 -1.555  C2 1.163
13 H -0.958 -1.161 -0.004  C2 1.112
14 H -0.310 2.843 0.430  C4 1.161
15 H 2.198 -0.584 1.766  C7 1.206
16 H 0.343 -0.440 1.767  C7 1.214
17 H 1.256 -1.864 0.694  C7 1.139
18 H 2.563 0.644 -1.652  C8 1.108
19 H 2.612 -1.137 -0.960  C8 1.094
20 H 3.461 0.237 -0.143  C8 1.138

The calculation puts the HOMO energy at -8.44 eV. The multiplicity is 1. Its SMILES is CCO/C=N\N(C)C.



7.
Molecular formula: C5H12N2O
Method: DFT, ωB97M-V with the def2-TZVPD basis set

Last columns: bonded neighbours and bond lengths (Å).
Cartesian coordinates (Å):
1 C -3.121 0.298 -0.194  C2 1.331, H9 1.088, H10 1.090
2 C -2.243 0.293 0.806  C1 1.331, N3 1.709, H11 1.090
3 N -0.595 -0.155 0.744  C2 1.709, O4 1.400, C5 1.398
4 O -0.453 -1.509 0.417  N3 1.400, H12 0.970
5 C 0.093 0.666 -0.154  N3 1.398, N6 1.405, C7 1.855, H13 1.089
6 N 0.120 0.412 -1.536  C5 1.405, H14 1.012, H15 1.016
7 C 1.770 0.431 0.604  C5 1.855, C8 1.508, H16 1.091, H17 1.092
8 C 2.593 -0.605 -0.120  C7 1.508, H18 1.098, H19 1.094, H20 1.093
9 H -2.771 0.176 -1.217  C1 1.088
10 H -4.189 0.416 -0.014  C1 1.090
11 H -2.599 0.362 1.834  C2 1.090
12 H -0.278 -1.915 1.281  O4 0.970
13 H -0.088 1.717 0.064  C5 1.089
14 H -0.567 0.964 -2.034  N6 1.012
15 H 0.007 -0.581 -1.716  N6 1.016
16 H 1.677 0.217 1.669  C7 1.091
17 H 2.191 1.432 0.489  C7 1.092
18 H 3.583 -0.711 0.343  C8 1.098
19 H 2.754 -0.320 -1.164  C8 1.094
20 H 2.116 -1.589 -0.101  C8 1.093

The calculation puts the HOMO energy at -8.30 eV. The multiplicity is 1. Its SMILES is C=CN(O)[C@H](N)CC.



8.
Molecular formula: C5H12N2O
Method: DFT, ωB97M-V with the def2-TZVPD basis set

Last columns: bonded neighbours and bond lengths (Å).
Cartesian coordinates (Å):
1 C -2.127 -2.009 -1.195  N2 1.260, H8 1.092, H9 1.198
2 N -2.321 -0.766 -1.124  C1 1.260, C3 1.381
3 C -1.312 -0.020 -0.547  N2 1.381, C4 1.401, H10 1.085
4 C -0.779 -0.202 0.736  C3 1.401, C5 1.472, H11 1.124
5 C -0.354 0.968 1.521  C4 1.472, C6 1.567, H12 1.185, H13 1.108
6 C 1.147 1.138 1.934  C5 1.567, N7 1.480, H14 1.087, H15 1.064
7 N 1.983 1.870 0.956  C6 1.480, H16 0.989, H17 0.983
8 H -1.266 -2.645 -0.982  C1 1.092
9 H -3.059 -2.620 -1.634  C1 1.198
10 H -1.075 0.864 -1.129  C3 1.085
11 H -0.823 -1.254 1.128  C4 1.124
12 H -1.016 1.259 2.461  C5 1.185
13 H -0.594 1.778 0.804  C5 1.108
14 H 1.675 0.195 2.056  C6 1.087
15 H 1.103 1.653 2.864  C6 1.064
16 H 1.918 1.522 0.033  N7 0.989
17 H 1.691 2.776 0.710  N7 0.983
18 O 2.309 -1.007 -1.993  H19 0.975, H20 0.955
19 H 2.756 -1.694 -1.464  O18 0.975
20 H 3.126 -0.757 -2.422  O18 0.955

The calculation puts the HOMO energy at -8.25 eV. The multiplicity is 1. Its SMILES is C=N/C=C/CCN.O.



Calculated total energy: -382.45342 -382.42860 -382.40140 -382.31716 -382.30066 -382.31184 -382.30133 -382.35138 (hartree)
ΔE to the lowest compared entry with this formula, charge and spin: 128.9 194.1 265.5 486.7 530.0 500.7 528.2 396.8 (kJ/mol)
Gap between HOMO and LUMO: 9.9 9.2 9.7 9.6 10.0 9.3 9.2 8.9 (eV)